Here is a 3-piece molecular cluster, C4H13NO2 overall from the OMol25 dataset. Energies are from ωB97M-V/def2-TZVPD.

Each line ends with the Löwdin charge.
Element x y z (Å)
C: 1.04 -1.11 -1.44  -0.103
C: 0.58 0.11 -0.70  -0.156
C: -0.29 0.09 0.32  -0.473
C: -0.75 1.30 1.07  -0.049
N: -0.80 -1.10 0.83  0.097
H: 0.25 -1.52 -2.06  0.073
H: 1.86 -0.84 -2.10  0.066
H: 1.43 -1.88 -0.76  0.068
H: 1.00 1.08 -0.97  0.102
H: -0.54 1.15 2.14  0.081
H: -1.83 1.40 1.00  0.070
H: -0.21 2.18 0.75  0.083
H: -0.46 -1.96 0.41  0.077
H: -0.88 -1.20 1.83  0.087
O: 3.06 -0.65 1.35  -0.059
H: 3.57 0.16 1.31  0.039
H: 2.15 -0.33 1.28  0.007
O: -2.97 1.42 -1.48  -0.064
H: -2.39 0.72 -1.16  0.008
H: -3.81 0.96 -1.61  0.045

## Properties
SMILES ... C/C=C(/C)N.O.O
Energy ... -9943.687 eV
Net charge ... 0
Relative energy (zero: lowest compared OMol25 entry of this formula, charge and spin) ... 0.510 eV
Frontier orbital gap ... 9.05 eV